Entry from OMol25: 4 unconnected molecules or ions with the total composition C23H36F11N2O13PS in a non-equilibrium geometry (ωB97M-V/def2-TZVPD).

Summary:
* highest occupied orbital energy: -9.7516 eV
* HOMO-LUMO gap: 0.3619 hartree
* calculated total energy: -104046.58494 eV

XYZ file:
```
87
Properties=species:S:1:pos:R:3:forces:R:3
C 6.759 5.784 0.800 0.1 -0.5 0.3
C 6.283 4.527 1.514 -0.4 1.5 0.3
N 6.006 4.902 2.870 0.2 -0.5 0.1
O 5.064 4.076 0.862 0.3 -0.5 -0.1
C 5.236 2.886 0.110 -0.6 0.2 0.5
C 5.209 1.713 1.093 0.8 0.0 0.1
O 4.813 0.476 0.509 -0.5 1.0 -0.4
C 4.876 -0.560 1.345 0.1 -0.2 -0.5
F 6.121 -0.929 1.558 1.4 -0.2 0.5
F 4.314 -0.314 2.511 -0.4 0.4 1.3
F 4.252 -1.569 0.811 -0.8 -1.0 -0.8
C 4.177 2.940 -1.006 1.1 2.1 -0.3
F 4.085 1.798 -1.660 -0.2 -1.4 -0.4
O 2.929 3.455 -0.668 -0.2 -0.3 0.3
C 2.224 2.788 0.311 -0.6 0.3 0.4
N 1.789 1.473 -0.062 0.6 -1.2 0.7
C 1.662 0.688 0.881 -2.4 0.0 3.1
O 1.314 0.130 1.882 1.7 0.9 -3.5
S 0.642 3.787 0.517 -0.9 -0.3 -2.0
O 0.475 4.540 -0.679 0.7 1.0 -0.1
O -0.475 2.964 0.840 0.2 -0.6 1.2
C 1.025 4.996 1.878 0.4 -1.2 0.0
F 2.234 5.475 1.618 1.4 0.1 -0.2
F 0.196 5.978 1.744 -1.6 1.1 -0.1
C 0.972 4.421 3.326 0.2 0.9 0.0
F 0.587 3.164 3.362 0.0 -1.3 -0.3
F 0.077 5.128 3.991 -0.8 0.8 0.7
C 2.289 4.528 4.121 -1.0 -1.1 -0.1
F 2.063 4.052 5.320 -0.3 -0.5 1.3
F 3.193 3.746 3.561 1.0 -0.4 -0.7
F 2.713 5.741 4.249 0.7 1.6 -0.3
P 4.807 4.174 -2.321 -0.4 0.3 -0.6
O 5.062 3.537 -3.618 0.3 -0.4 -0.3
H 7.512 6.222 1.437 0.4 0.2 0.0
H 5.933 6.482 0.729 -0.2 0.1 -0.2
H 7.178 5.573 -0.176 0.0 0.1 -0.2
H 7.058 3.768 1.543 0.0 -0.4 -0.3
H 5.947 4.087 3.465 -0.2 0.0 0.1
H 5.135 5.411 2.916 -0.1 0.1 0.1
H 6.213 2.970 -0.358 0.2 -0.5 -0.4
H 6.217 1.588 1.485 0.2 0.0 0.0
H 4.610 1.987 1.954 -0.5 -0.1 0.0
H 2.714 2.819 1.284 0.3 0.0 0.0
H 3.816 5.173 -2.438 0.1 0.0 0.6
H 5.951 4.782 -1.762 -0.3 0.0 0.3
C 0.052 -2.040 -0.394 0.0 -0.2 -0.1
C 0.491 -1.403 -1.699 -0.1 0.0 0.3
O 1.058 -2.366 -2.587 0.3 0.1 -0.1
C 0.314 -3.129 -3.414 -0.3 -0.2 0.1
C -1.181 -3.179 -3.212 0.0 0.4 -0.3
O 0.866 -3.801 -4.240 0.1 0.0 0.0
H -0.735 -2.777 -0.556 -0.1 0.1 0.0
H -0.326 -1.287 0.299 0.0 0.0 0.0
H 0.890 -2.559 0.074 0.0 0.1 0.0
H -0.317 -0.855 -2.184 0.0 0.0 0.0
H 1.286 -0.681 -1.516 0.1 -0.1 -0.1
H -1.423 -4.018 -2.564 0.0 0.0 0.1
H -1.653 -3.331 -4.180 0.1 -0.2 0.0
H -1.606 -2.270 -2.794 0.0 -0.1 0.2
C -6.658 -6.296 -3.497 0.0 0.0 0.2
C -5.286 -5.828 -3.938 -0.3 -0.2 -0.1
O -4.836 -4.713 -3.163 0.2 0.3 -0.2
C -4.210 -4.844 -1.985 -0.2 -0.2 0.3
C -4.191 -6.184 -1.297 0.4 -0.3 -0.2
O -3.736 -3.862 -1.471 0.0 0.1 0.0
H -6.650 -6.652 -2.467 0.0 0.0 0.0
H -7.008 -7.104 -4.140 0.0 0.0 0.0
H -7.370 -5.472 -3.547 0.0 0.0 -0.1
H -4.548 -6.631 -3.925 0.0 0.0 0.1
H -5.333 -5.465 -4.964 0.1 0.1 0.0
H -5.037 -6.235 -0.611 0.0 0.1 0.0
H -3.266 -6.264 -0.730 -0.1 0.1 0.1
H -4.219 -7.034 -1.975 -0.2 0.0 0.0
C -7.432 -0.938 0.538 0.1 -0.1 -0.1
C -8.009 -2.029 1.416 0.1 0.3 0.0
O -7.906 -3.314 0.799 -0.3 -0.2 0.0
C -6.810 -4.085 0.884 0.4 0.2 -0.1
C -5.526 -3.497 1.412 -0.1 0.0 0.5
O -6.861 -5.212 0.466 -0.1 -0.1 -0.1
H -6.366 -1.082 0.366 0.0 0.0 0.1
H -7.578 0.039 0.999 0.0 0.0 0.0
H -7.920 -0.942 -0.437 -0.1 0.0 0.0
H -7.563 -2.041 2.411 0.1 0.0 0.0
H -9.076 -1.862 1.555 0.0 -0.1 0.0
H -4.938 -3.129 0.571 0.0 0.0 0.0
H -4.970 -4.287 1.913 0.0 -0.1 -0.2
H -5.665 -2.700 2.139 0.0 0.1 -0.1
```
Positions in Å, forces in eV/Å.

For reference, the Löwdin charges in units of e are: -0.0298, -0.4439, 0.0830, -0.0931, -0.2503, -0.0782, 0.0692, -0.8150, 0.1981, 0.1893, 0.2177, -0.5520, 0.1121, -0.0468, -0.3581, 0.1801, -0.2469, 0.1901, 0.8086, -0.2324, -0.2397, -0.5127, 0.1424, 0.1892, -0.4110, 0.1804, 0.1896, -0.6305, 0.2172, 0.1800, 0.2369, 0.8275, -0.3973, 0.0808, 0.0899, 0.0579, 0.1475, 0.0790, 0.0707, 0.1472, 0.1402, 0.1246, 0.1277, 0.0415, 0.0137, -0.0546, -0.2315, 0.0030, -0.5240, 0.0069, 0.1049, 0.0684, 0.0702, 0.0856, 0.1184, 0.1003, 0.0819, 0.0951, 0.0718, -0.0587, -0.2311, 0.0064, -0.5266, 0.0221, 0.0705, 0.0702, 0.0812, 0.0850, 0.1131, 0.1222, 0.0744, 0.0937, 0.0733, -0.0617, -0.2357, 0.0051, -0.5173, 0.0183, 0.0889, 0.0703, 0.0815, 0.0841, 0.1123, 0.1218, 0.0790, 0.0951, 0.0712